Formula: C17H40NOP3W
Source: OMol25
Level of theory: ωB97M-V/def2-TZVPD

Its expectation value of S² is 2.020. As for the spin multiplicity: 3. As for the total charge: +4. The energy above the lowest of the compared OMol25 structures with the same formula, charge and spin comes out at 37.1 kcal/mol. As for the frontier orbital gap (alpha / beta): 6.16 / 4.45 eV. For the lowest unoccupied orbital energy (alpha / beta), the calculation gives -14.373 / -15.766 eV.

Last column: Mulliken charge in e.
Element x y z (Å)
W 0.90814 1.42105 -0.90524  2.326
P -3.48267 -0.98576 -1.58478  0.791
P 1.54806 0.35122 1.37119  1.120
P 1.38049 -0.86699 -1.81795  1.046
H -0.69187 3.88922 -1.26849  0.703
C -0.31366 3.04086 -1.84066  -0.574
C -1.17538 1.78617 -1.57759  -0.923
H -0.64629 0.76801 -1.25594  -0.500
C -4.48388 -0.02753 -0.41893  -1.260
C -2.00807 -1.44809 -0.64339  -0.468
C -4.24848 -2.56795 -1.99285  -1.104
C 3.02466 1.42754 1.52133  -1.274
C 0.66111 0.67937 2.96853  -1.414
C 2.18097 -1.29392 1.86804  -1.594
C 0.71204 -1.63025 -3.35012  -1.157
C 1.49618 -2.47392 -0.95054  -1.516
C 3.13343 -0.56498 -2.25900  -1.274
H -0.39611 3.32808 -2.89813  0.453
H -2.01208 1.98414 -0.91525  0.644
H -4.62999 0.98239 -0.83242  0.402
H -4.00817 0.06369 0.57022  0.417
H -5.45999 -0.52526 -0.31582  0.413
H -1.49148 -0.56556 -0.25076  -0.212
H -1.30718 -2.01050 -1.26787  0.068
H -2.25793 -2.07469 0.22584  0.609
H -5.05497 -2.40842 -2.71643  0.429
H -4.65033 -3.06685 -1.09909  0.458
H -3.51030 -3.24496 -2.45043  0.406
H 3.70934 0.96674 2.24420  0.487
H 2.73400 2.42437 1.87743  0.374
H 3.53195 1.53013 0.55259  0.384
H 1.11284 0.09218 3.77889  0.440
H -0.39421 0.37641 2.90496  0.438
H 0.71594 1.73454 3.26711  0.491
H 2.43696 -1.28550 2.93544  0.564
H 3.06933 -1.58281 1.30133  0.366
H 1.39998 -2.04761 1.72632  0.424
H 1.37916 -2.44422 -3.65505  0.654
H 0.64493 -0.92646 -4.17941  0.105
H -0.29078 -2.03348 -3.18354  0.349
H 1.28779 -3.29024 -1.65143  0.550
H 0.76642 -2.55906 -0.14592  0.236
H 2.49764 -2.63808 -0.54902  0.490
H 3.58546 -1.53778 -2.49415  0.510
H 3.67726 -0.10261 -1.42709  0.419
H 3.22421 0.08197 -3.13643  0.287
C -0.78618 1.07760 -3.77670  1.182
C 0.53608 1.26209 -3.23497  -0.347
C 1.51641 1.45080 -4.24632  -1.116
C 1.25052 1.18061 -5.59547  -1.006
C -0.03769 0.91434 -6.05099  -0.694
C -1.08932 0.91318 -5.14449  -0.712
O -1.85868 1.19812 -2.92449  -0.411
H -3.47481 -0.13062 -2.74559  0.114
H 0.84455 3.03356 -1.66552  0.114
H 2.52192 1.80316 -3.97222  0.727
H 2.08347 1.20299 -6.30675  0.498
H -0.21387 0.74643 -7.11318  0.510
H -2.13356 0.82412 -5.43232  0.575
N -0.33833 2.37860 0.73276  -0.779
H -0.95161 1.67740 1.15929  0.151
H -1.00374 3.11873 0.48206  0.370
H 0.18030 2.77748 1.51726  0.238



Formula: C17H40NP3SeY
Source: OMol25
Level of theory: ωB97M-V/def2-TZVPD

As for the spin multiplicity: 1. As for the total charge: +3. The energy above the lowest of the compared OMol25 structures with the same formula, charge and spin comes out at 65.3 kcal/mol. As for the frontier orbital gap (alpha / beta): 3.38 / 2.93 eV. For the lowest unoccupied orbital energy (alpha / beta), the calculation gives -13.478 / -13.643 eV.

Last column: Mulliken charge in e.
Element x y z (Å)
Y 0.89823 -0.07670 0.19021  -0.477
P 1.18104 1.58281 2.40361  1.168
P 0.34906 -1.96146 2.51886  1.094
P -1.87848 0.18432 0.69185  1.135
H 1.25933 1.13969 -7.00317  0.427
C 0.66752 2.06742 -6.98653  -0.704
C 1.03311 3.04067 -6.13344  -0.481
H 2.06676 3.12533 -5.72967  0.321
C 2.89939 2.03942 2.86812  -1.326
C 0.45421 1.47682 4.08007  -1.345
C 0.52128 3.20584 1.83672  -1.148
C -0.09796 -3.68579 2.02223  -1.433
C 1.72627 -2.36817 3.68296  -1.427
C -1.00973 -1.70256 3.73601  -1.324
C -2.50877 1.19654 -0.71438  -1.260
C -2.78182 0.99945 2.05233  -1.320
C -2.94573 -1.28095 0.43378  -1.117
H -0.07999 2.13630 -7.76241  0.351
H 0.35952 3.86038 -5.84204  0.283
H 3.52431 2.21396 1.98389  0.395
H 3.37591 1.26289 3.48219  0.362
H 2.83259 2.96545 3.45205  0.468
H 0.86470 0.62427 4.63696  0.404
H -0.63758 1.38202 4.05283  0.283
H 0.71375 2.40027 4.61479  0.546
H 0.92275 3.46095 0.84634  0.390
H 0.83179 3.97111 2.56064  0.428
H -0.57407 3.20349 1.76012  0.284
H -0.21555 -4.30396 2.92588  0.471
H 0.69311 -4.11083 1.39132  0.394
H -1.03625 -3.70440 1.44821  0.343
H 1.30811 -2.97849 4.49623  0.477
H 2.17787 -1.46509 4.12074  0.335
H 2.51827 -2.94924 3.18693  0.437
H -0.94882 -2.51111 4.47760  0.567
H -1.99868 -1.73422 3.26176  0.333
H -0.90845 -0.74319 4.25659  0.266
H -3.60455 1.24595 -0.65485  0.511
H -2.19293 0.73230 -1.65642  0.307
H -2.07345 2.19885 -0.66433  0.370
H -3.81526 1.13870 1.70908  0.493
H -2.34879 1.97757 2.28923  0.326
H -2.77788 0.38140 2.95666  0.369
H -3.96822 -0.91368 0.25797  0.469
H -2.94252 -1.95287 1.30035  0.321
H -2.59596 -1.84187 -0.44524  0.266
C 0.08365 -1.57901 -3.05903  0.527
C 0.83536 -0.46568 -3.49521  -0.750
C 0.39870 0.22142 -4.61411  -0.062
C -0.63609 -0.25252 -5.41271  0.162
C -1.23301 -1.49229 -5.11629  -0.723
C -0.89728 -2.12602 -3.92711  -0.494
Se 0.24957 -2.33057 -1.35044  0.099
H 0.38019 1.19799 -1.19500  0.044
H 1.67512 -0.08381 -2.91253  0.681
H 0.88948 1.14627 -4.90863  0.029
H -0.94835 0.31988 -6.27684  0.449
H -1.95230 -1.95809 -5.79217  0.439
H -1.45664 -3.01797 -3.63199  0.462
N 3.09076 -0.99796 0.76636  -0.706
H 3.87606 -0.52628 0.30339  0.301
H 3.10910 -1.98208 0.46020  0.313
H 3.29823 -1.00282 1.76949  0.196